[1]
{"formula": "C34H27AsN3O4Ru", "method": "the ωB97M-V functional and the def2-TZVPD basis", "elements": ["Ru", "O", "C", "C", "C", "C", "C", "C", "C", "N", "N", "C", "O", "C", "C", "C", "C", "C", "C", "H", "H", "H", "H", "H", "H", "H", "H", "H", "H", "N", "C", "C", "O", "O", "H", "H", "H", "H", "C", "C", "C", "C", "C", "C", "As", "C", "C", "C", "C", "C", "C", "C", "C", "C", "C", "C", "C", "H", "H", "H", "H", "H", "H", "H", "H", "H", "H", "H", "H", "H"], "positions_angstrom": [[-0.93, 0.00, 0.43], [-2.05, 0.39, -1.23], [-2.97, -0.35, -1.82], [-3.24, -0.13, -3.18], [-4.19, -0.89, -3.83], [-4.91, -1.88, -3.16], [-4.68, -2.08, -1.82], [-3.72, -1.32, -1.14], [-3.54, -1.52, 0.29], [-2.64, -0.94, 0.98], [-2.63, -1.24, 2.38], [-1.39, -1.45, 2.70], [-0.41, -1.39, 1.85], [-1.03, -1.74, 4.11], [-1.94, -2.33, 4.98], [-1.58, -2.56, 6.30], [-0.31, -2.18, 6.75], [0.59, -1.58, 5.88], [0.23, -1.37, 4.55], [-2.68, 0.64, -3.70], [-4.38, -0.71, -4.88], [-5.64, -2.48, -3.69], [-5.24, -2.83, -1.27], [-4.22, -2.19, 0.82], [-2.92, -2.61, 4.62], [-2.28, -3.02, 6.98], [-0.03, -2.36, 7.78], [1.56, -1.27, 6.23], [0.91, -0.89, 3.86], [-2.00, 1.69, 1.01], [-1.12, 2.76, 1.50], [0.09, 2.12, 2.17], [0.75, 2.68, 3.01], [0.34, 0.92, 1.71], [-2.49, 1.94, 0.15], [-2.68, 1.40, 1.71], [-1.61, 3.45, 2.18], [-0.76, 3.32, 0.64], [3.19, 2.37, -5.43], [2.87, 1.07, -5.08], [2.12, 0.82, -3.94], [1.67, 1.87, -3.15], [1.97, 3.18, -3.53], [2.74, 3.43, -4.66], [0.67, 1.64, -1.48], [0.81, -0.32, -1.32], [0.10, -1.30, -2.03], [0.44, -2.63, -1.90], [1.49, -3.00, -1.06], [2.22, -2.05, -0.37], [1.89, -0.70, -0.50], [2.66, 0.42, 0.08], [3.72, 0.29, 0.97], [4.35, 1.43, 1.45], [3.95, 2.69, 1.02], [2.90, 2.82, 0.13], [2.25, 1.69, -0.34], [3.79, 2.56, -6.31], [3.22, 0.24, -5.69], [1.89, -0.21, -3.67], [1.61, 4.01, -2.93], [2.97, 4.45, -4.93], [-0.69, -1.01, -2.71], [-0.11, -3.39, -2.44], [1.75, -4.05, -0.95], [3.05, -2.35, 0.26], [4.03, -0.69, 1.32], [5.16, 1.33, 2.16], [4.45, 3.57, 1.40], [2.58, 3.81, -0.18]], "nbo_charge": [1.15, -0.75, 0.46, -0.32, -0.16, -0.27, -0.13, -0.25, 0.15, -0.26, -0.44, 0.56, -0.66, -0.06, -0.18, -0.22, -0.20, -0.22, -0.18, 0.22, 0.22, 0.22, 0.21, 0.21, 0.22, 0.21, 0.21, 0.22, 0.25, -0.70, -0.36, 0.77, -0.60, -0.70, 0.42, 0.41, 0.22, 0.23, -0.22, -0.19, -0.26, -0.20, -0.26, -0.20, 0.91, -0.40, -0.21, -0.22, -0.19, -0.15, -0.05, 0.01, -0.19, -0.20, -0.19, -0.21, -0.31, 0.21, 0.21, 0.22, 0.21, 0.21, 0.23, 0.22, 0.22, 0.21, 0.21, 0.21, 0.21, 0.21], "molar_mass_g_mol": 717.60, "total_charge": 0, "multiplicity": 2, "gap_ev": [7.37, 7.46], "homo_energy_ev": [-7.8277, -7.9682], "de_lowest_kj_mol": 300.9, "total_energy_ev": -111776.451, "lumo_energy_ev": [-0.46, -0.51]}

[2]
{"formula": "C34H27AuN3O2P2Se", "method": "the ωB97M-V functional and the def2-TZVPD basis", "elements": ["Au", "C", "N", "P", "C", "C", "C", "C", "C", "C", "C", "C", "C", "C", "C", "C", "P", "C", "C", "C", "C", "C", "C", "C", "C", "C", "C", "C", "C", "H", "H", "H", "H", "H", "H", "H", "H", "H", "H", "H", "H", "H", "H", "H", "H", "H", "H", "H", "H", "H", "H", "H", "Se", "C", "N", "O", "C", "N", "C", "O", "C", "C", "C", "C", "C", "C", "H", "H", "H", "H"], "positions_angstrom": [[-1.28, -0.34, -0.12], [-0.89, 3.01, 2.73], [-0.43, 2.36, 1.49], [0.94, 1.35, 1.45], [2.32, 2.28, 2.11], [3.08, 3.07, 1.25], [4.07, 3.89, 1.75], [4.32, 3.92, 3.12], [3.58, 3.12, 3.98], [2.58, 2.30, 3.49], [0.71, -0.06, 2.54], [-0.51, -0.38, 3.14], [-0.60, -1.51, 3.94], [0.50, -2.33, 4.13], [1.71, -2.03, 3.51], [1.81, -0.91, 2.71], [-1.40, 1.93, 0.13], [-2.97, 2.80, 0.31], [-4.15, 2.08, 0.44], [-5.36, 2.75, 0.57], [-5.39, 4.13, 0.56], [-4.21, 4.86, 0.42], [-3.00, 4.20, 0.29], [-0.60, 2.80, -1.24], [-0.95, 2.38, -2.53], [-0.36, 2.97, -3.63], [0.58, 3.98, -3.46], [0.93, 4.39, -2.18], [0.34, 3.80, -1.07], [-0.05, 3.54, 3.19], [-1.29, 2.30, 3.45], [-1.65, 3.75, 2.49], [2.89, 3.02, 0.18], [4.66, 4.51, 1.08], [5.10, 4.56, 3.51], [3.78, 3.14, 5.05], [2.01, 1.67, 4.16], [-1.38, 0.25, 3.00], [-1.55, -1.75, 4.42], [0.42, -3.21, 4.75], [2.57, -2.67, 3.66], [2.75, -0.68, 2.20], [-4.12, 0.99, 0.44], [-6.29, 2.19, 0.67], [-6.34, 4.66, 0.65], [-4.24, 5.94, 0.41], [-2.08, 4.76, 0.15], [-1.68, 1.59, -2.65], [-0.64, 2.65, -4.63], [1.05, 4.43, -4.32], [1.67, 5.18, -2.05], [0.62, 4.13, -0.07], [-1.30, -4.84, -1.44], [-1.59, -3.33, -0.61], [-1.78, -2.32, -0.05], [-0.41, -1.88, -3.02], [0.52, -1.18, -2.70], [0.59, -0.46, -1.50], [1.77, 0.19, -1.45], [2.23, 0.89, -0.51], [2.54, -0.05, -2.71], [3.75, 0.43, -3.15], [4.19, 0.01, -4.40], [3.42, -0.86, -5.17], [2.20, -1.34, -4.72], [1.78, -0.91, -3.48], [4.34, 1.10, -2.54], [5.14, 0.37, -4.79], [3.79, -1.17, -6.14], [1.59, -2.02, -5.31]], "nbo_charge": [0.71, -0.41, -1.12, 1.61, -0.48, -0.11, -0.21, -0.17, -0.21, -0.18, -0.48, -0.20, -0.19, -0.17, -0.22, -0.12, 1.10, -0.34, -0.21, -0.19, -0.17, -0.20, -0.21, -0.43, -0.13, -0.22, -0.19, -0.20, -0.21, 0.22, 0.20, 0.23, 0.23, 0.23, 0.23, 0.23, 0.23, 0.22, 0.23, 0.23, 0.23, 0.23, 0.23, 0.23, 0.23, 0.23, 0.22, 0.22, 0.23, 0.23, 0.22, 0.22, 0.44, 0.06, -0.50, -0.58, 0.67, -0.76, 0.67, -0.62, -0.06, -0.20, -0.19, -0.19, -0.16, -0.16, 0.23, 0.23, 0.23, 0.23], "molar_mass_g_mol": 847.48, "total_charge": 1, "multiplicity": 3, "gap_ev": [8.33, 5.04], "homo_energy_ev": [-10.6700, -10.8278], "de_lowest_kj_mol": 0.0, "total_energy_ev": -131871.590, "lumo_energy_ev": [-2.34, -5.79]}

[3]
{"formula": "C34H27N3O2P2PtSe2", "method": "the ωB97M-V functional and the def2-TZVPD basis", "elements": ["Pt", "Se", "P", "C", "C", "C", "C", "C", "C", "C", "C", "C", "C", "C", "C", "C", "C", "N", "N", "N", "P", "Se", "C", "C", "C", "C", "C", "C", "C", "C", "C", "C", "C", "C", "H", "H", "H", "H", "H", "H", "H", "H", "H", "H", "H", "H", "H", "H", "H", "H", "H", "H", "H", "H", "C", "C", "O", "C", "C", "C", "C", "C", "C", "O", "H", "H", "H", "H", "H", "H", "H"], "positions_angstrom": [[-2.89, 0.65, -0.65], [2.95, -1.78, 1.89], [2.84, -0.53, 0.21], [3.62, 1.09, 0.46], [4.96, 1.09, 0.87], [5.60, 2.29, 1.12], [4.91, 3.49, 0.98], [3.58, 3.49, 0.57], [2.94, 2.28, 0.31], [3.66, -1.21, -1.26], [3.98, -0.38, -2.33], [4.60, -0.92, -3.45], [4.89, -2.28, -3.50], [4.57, -3.10, -2.43], [3.96, -2.57, -1.31], [1.18, -0.11, -0.36], [-0.08, -0.06, 0.22], [-0.92, 0.34, -0.77], [-0.23, 0.55, -1.88], [1.04, 0.28, -1.65], [-0.80, -0.32, 1.82], [-2.72, 0.70, 1.77], [-1.00, -2.07, 2.17], [-1.81, -2.44, 3.24], [-2.00, -3.78, 3.54], [-1.39, -4.75, 2.75], [-0.59, -4.38, 1.68], [-0.39, -3.04, 1.38], [0.26, 0.41, 3.07], [0.63, 1.74, 2.87], [1.48, 2.35, 3.77], [1.92, 1.65, 4.89], [1.52, 0.34, 5.10], [0.69, -0.29, 4.19], [5.49, 0.15, 0.99], [6.64, 2.29, 1.43], [5.41, 4.43, 1.18], [3.05, 4.42, 0.45], [1.91, 2.29, -0.02], [3.74, 0.67, -2.30], [4.85, -0.28, -4.29], [5.37, -2.69, -4.38], [4.81, -4.15, -2.47], [3.72, -3.19, -0.46], [-2.31, -1.68, 3.83], [-2.62, -4.06, 4.37], [-1.54, -5.80, 2.98], [-0.12, -5.14, 1.06], [0.24, -2.76, 0.55], [0.27, 2.28, 2.00], [1.80, 3.37, 3.60], [2.59, 2.13, 5.60], [1.87, -0.20, 5.97], [0.44, -1.33, 4.31], [-7.10, 1.35, -0.90], [-5.70, 1.15, -1.39], [-4.86, 1.00, -0.47], [-5.40, 1.14, -2.79], [-6.48, 1.35, -3.71], [-6.29, 1.38, -5.05], [-4.99, 1.19, -5.57], [-3.93, 0.98, -4.74], [-4.09, 0.94, -3.32], [-3.01, 0.73, -2.65], [-7.11, 1.26, 0.19], [-7.78, 0.61, -1.33], [-7.47, 2.34, -1.17], [-7.47, 1.50, -3.32], [-7.13, 1.54, -5.72], [-4.83, 1.21, -6.64], [-2.93, 0.83, -5.11]], "lowdin_charge": [0.89, 0.36, 0.54, -0.35, -0.09, -0.07, -0.08, -0.08, -0.09, -0.35, -0.08, -0.07, -0.08, -0.08, -0.11, -0.42, -0.43, -0.25, -0.01, 0.03, 0.68, 0.43, -0.36, -0.11, -0.07, -0.07, -0.06, -0.09, -0.38, -0.10, -0.07, -0.07, -0.07, -0.11, 0.10, 0.10, 0.10, 0.11, 0.10, 0.10, 0.10, 0.10, 0.10, 0.06, 0.10, 0.11, 0.11, 0.11, 0.08, 0.11, 0.11, 0.11, 0.11, 0.10, 0.00, -0.35, -0.23, -0.10, -0.05, -0.09, -0.07, 0.00, -0.33, -0.22, 0.09, 0.09, 0.10, 0.10, 0.10, 0.11, 0.12], "molar_mass_g_mol": 924.56, "total_charge": 0, "gap_ev": 7.85, "homo_energy_ev": -7.7760, "de_lowest_kj_mol": 13.2, "total_energy_ev": -196780.591, "lumo_energy_ev": 0.07}